Entry 1:
Molecular formula: C37H31F3N5O3SSn
Method: DFT, wB97M-V/def2-TZVPD

```
! RIJCOSX wB97M-V def2-TZVPD def2/J DEFGRID3
* xyz 1 1
Sn 1.2741 -1.7139 0.9310
O 8.1759 2.3079 0.4950
N 7.2751 2.8938 -0.0766
O 7.3673 3.9965 -0.5779
C 5.9689 2.2014 -0.1950
C 5.2684 2.4631 -1.3072
C 4.0078 1.8305 -1.5438
C 3.2651 2.0716 -2.7090
C 2.0512 1.4573 -2.8654
C 1.5964 0.6159 -1.8447
N 2.2807 0.3555 -0.7465
C 3.4866 0.9445 -0.5910
C 4.2708 0.6492 0.5953
N 3.7493 -0.2434 1.4489
C 4.4033 -0.5348 2.5496
C 5.6240 0.0624 2.8828
C 6.1773 0.9681 2.0175
C 5.5082 1.2768 0.8146
H 5.6631 3.1629 -2.0319
H 3.6539 2.7459 -3.4639
H 1.4475 1.6217 -3.7490
H 0.6267 0.1300 -1.9305
H 3.9456 -1.2727 3.2037
H 6.1242 -0.1975 3.8064
H 7.1197 1.4342 2.2510
C -1.9576 5.8641 4.2348
C -1.5940 4.6520 3.4237
C -2.3521 4.2754 2.3205
C -2.0447 3.1510 1.5768
C -2.9288 2.8022 0.3965
C -0.9245 2.3723 1.9435
C -0.6317 1.2000 1.1403
O 0.3115 0.4334 1.3034
C -0.1336 2.7430 3.0619
C 1.0785 1.9692 3.5195
C -0.4941 3.8738 3.7743
H -2.6919 6.4837 3.7216
H -1.0751 6.4697 4.4470
H -2.3814 5.5610 5.1951
H -3.2109 4.8763 2.0385
H -3.7110 3.5495 0.2841
H -3.4143 1.8326 0.5325
H -2.3665 2.7670 -0.5388
H -1.3284 0.9883 0.3165
H 0.8160 0.9425 3.7786
H 1.5167 2.4494 4.3934
H 1.8315 1.9053 2.7325
H 0.1035 4.1607 4.6350
F -8.3807 -1.5710 -0.0158
C -7.7609 -2.7042 0.3480
F -8.1368 -3.6693 -0.5122
F -8.2272 -3.0552 1.5602
C -6.2670 -2.5491 0.3652
C -5.4927 -3.6283 0.7720
C -4.1153 -3.5130 0.8039
C -3.4973 -2.3166 0.4271
C -4.2889 -1.2409 0.0262
C -5.6702 -1.3556 -0.0043
C -2.0626 -2.1987 0.4480
C -0.8533 -2.1067 0.4555
H -5.9726 -4.5554 1.0633
H -3.5043 -4.3445 1.1333
H -3.8142 -0.3105 -0.2582
H -6.2841 -0.5202 -0.3142
C 0.6290 -2.8576 -5.9292
C 0.4718 -3.3285 -4.5210
C -0.5532 -4.0920 -4.0597
C -0.5534 -4.4571 -2.6967
N 0.3923 -4.0585 -1.8566
C 1.4106 -3.3132 -2.3038
S 2.7097 -2.8107 -1.3281
N 1.4273 -2.9611 -3.6301
C -1.6250 -5.3314 -2.1338
H -0.1967 -3.2057 -6.5440
H 1.5636 -3.2305 -6.3549
H 0.6548 -1.7659 -5.9661
H -1.3400 -4.4194 -4.7246
H 2.2222 -2.4184 -3.9359
H -2.4102 -5.5399 -2.8577
H -2.0457 -4.8494 -1.2490
H -1.1775 -6.2711 -1.8011
*
```

E_HOMO in eV: -10.58
Relative energy (zero: lowest compared OMol25 entry of this formula, charge and spin) in kcal/mol: 0.0
E in eV: -77276.76564
Kohn-Sham gap in eV: 7.46



Entry 2:
Molecular formula: C37H31F3N8O6S2Zr
Method: DFT, wB97M-V/def2-TZVPD

```
! RIJCOSX wB97M-V def2-TZVPD def2/J DEFGRID3
* xyz 2 1
Zr -0.3294 0.6206 -0.0567
C 2.5230 1.7013 0.6489
N 1.7643 0.4745 1.0096
C 2.5459 -0.7229 0.5870
C 1.6712 -1.8179 0.0539
C 1.9811 -3.1432 0.2627
C 1.2113 -4.1168 -0.3665
C 0.1647 -3.7211 -1.1788
C -0.1127 -2.3733 -1.2983
N 0.6133 -1.4299 -0.6844
C 1.5422 0.3988 2.4756
C 0.5538 1.4361 2.8963
C 0.5487 1.9812 4.1609
C -0.4313 2.9062 4.4856
C -1.3535 3.2750 3.5203
C -1.2737 2.7015 2.2709
N -0.3441 1.7819 1.9578
C 2.5674 1.7858 -0.8504
C 3.5812 2.4203 -1.5379
C 3.5526 2.4102 -2.9226
C 2.5208 1.7472 -3.5721
C 1.5325 1.1542 -2.8144
N 1.5382 1.1901 -1.4732
H 3.5266 1.6534 1.0797
H 2.0244 2.5836 1.0573
H 3.1563 -1.0848 1.4156
H 3.2342 -0.4363 -0.2091
H 2.8161 -3.4135 0.8945
H 1.4293 -5.1658 -0.2180
H -0.4639 -4.4389 -1.6851
H -0.9650 -2.0516 -1.8769
H 2.4908 0.5065 3.0071
H 1.1363 -0.5912 2.7009
H 1.2968 1.6806 4.8816
H -0.4639 3.3423 5.4749
H -2.1202 4.0083 3.7228
H -1.9611 2.9935 1.4924
H 4.3813 2.9050 -0.9952
H 4.3351 2.8981 -3.4882
H 2.4800 1.6903 -4.6502
H 0.7009 0.6402 -3.2777
C -4.6841 -1.0747 -2.2101
C -3.4078 -1.4278 -1.8304
N -3.1396 -2.4504 -1.0112
C -4.1576 -3.1733 -0.5712
C -5.4852 -2.9400 -0.9359
C -5.7418 -1.8476 -1.7493
C -6.5822 -3.7945 -0.4323
C -6.6473 -5.1239 -0.4691
C -5.6889 -6.0530 -1.1031
C -5.6306 -7.3791 -0.6957
C -4.6997 -8.1955 -1.3135
N -3.8939 -7.7550 -2.2752
C -4.0524 -6.4795 -2.6163
N -4.8966 -5.6083 -2.0845
H -4.8506 -0.2263 -2.8607
H -2.5288 -0.8796 -2.1487
H -3.9185 -3.9868 0.1040
H -6.7595 -1.6147 -2.0375
H -7.4118 -3.2642 0.0238
H -7.4980 -5.5998 0.0047
H -6.2814 -7.7574 0.0808
H -4.5924 -9.2366 -1.0312
H -3.4297 -6.1120 -3.4249
F -4.4051 -0.4481 0.9154
C -3.4038 0.1409 1.4962
F -3.8236 1.0280 2.3634
F -2.7199 0.8785 0.4852
S -2.1532 -1.0357 2.2364
O -2.7280 -2.3273 2.1959
O -1.7533 -0.4159 3.4575
O -1.0478 -0.8733 1.2015
O -1.2902 1.2031 -1.9406
C -1.0836 2.4614 -1.8025
N -0.5712 2.8259 -0.6412
S -0.2444 4.4684 -0.5847
O 1.1741 4.6175 -0.4663
O -1.1001 5.0930 0.3700
C -0.8251 4.7388 -2.2453
C -0.8855 5.9126 -2.9564
C -1.4101 5.8469 -4.2469
C -1.8546 4.6443 -4.7881
C -1.7907 3.4650 -4.0561
C -1.2694 3.5294 -2.7760
H -0.5435 6.8480 -2.5344
H -1.4769 6.7498 -4.8383
H -2.2596 4.6296 -5.7905
H -2.1423 2.5276 -4.4665
*
```

E_HOMO in eV: -12.56
Relative energy (zero: lowest compared OMol25 entry of this formula, charge and spin) in kcal/mol: 0.0
E in eV: -94172.77542
Kohn-Sham gap in eV: 6.33



Entry 3:
Molecular formula: C37H31N7O3Se2Te3Ti
Method: DFT, wB97M-V/def2-TZVPD

```
! RIJCOSX wB97M-V def2-TZVPD def2/J DEFGRID3
* xyz -1 2
Ti 1.0905 0.9399 -0.0571
O -1.0022 2.3599 3.6720
C -0.7720 1.2745 4.4263
C -1.2111 1.3224 5.7531
C -1.0137 0.2511 6.5981
C -0.3730 -0.8999 6.1433
C 0.0581 -0.9559 4.8335
C -0.1286 0.1147 3.9565
C 0.3291 0.0072 2.5549
O 0.2134 1.0515 1.7939
N 0.8276 -1.1189 2.1334
N 1.2165 -0.9968 0.8054
C 1.7250 -2.0638 0.3035
C 2.1605 -2.2077 -1.0703
C 2.5636 -3.4675 -1.5258
C 2.9426 -3.6812 -2.8350
C 2.9398 -2.6024 -3.7244
C 2.5556 -1.3474 -3.3004
C 2.1524 -1.1242 -1.9718
O 1.7736 0.0751 -1.6057
H -0.6279 2.1862 2.7768
H -1.7051 2.2255 6.0875
H -1.3600 0.3091 7.6231
H -0.2145 -1.7403 6.8062
H 0.5556 -1.8353 4.4478
H 1.8052 -2.9262 0.9633
H 2.5615 -4.2904 -0.8185
H 3.2519 -4.6653 -3.1623
H 3.2523 -2.7474 -4.7522
H 2.5615 -0.4976 -3.9717
Se 3.4444 1.4231 0.9972
Te 2.6001 3.7726 1.0220
Te 1.4278 3.8013 -1.4004
Se -0.7254 2.5816 -0.9221
Te -3.0414 -0.1250 0.9900
C -4.9504 -0.3271 1.8977
C -5.3931 0.6193 2.8167
C -6.6442 0.4933 3.4083
C -7.4662 -0.5743 3.0785
C -7.0300 -1.5221 2.1623
C -5.7746 -1.4036 1.5824
C -3.8590 0.3729 -0.9000
C -4.0705 1.7079 -1.2224
C -4.5847 2.0538 -2.4669
C -4.8930 1.0675 -3.3902
C -4.6829 -0.2689 -3.0722
C -4.1608 -0.6151 -1.8334
H -4.7570 1.4591 3.0676
H -6.9783 1.2345 4.1238
H -8.4433 -0.6698 3.5358
H -7.6666 -2.3600 1.9047
H -5.4327 -2.1525 0.8782
H -3.8156 2.4803 -0.5086
H -4.7288 3.0981 -2.7139
H -5.2868 1.3358 -4.3631
H -4.9182 -1.0409 -3.7945
H -3.9661 -1.6560 -1.6013
C -0.7779 -0.1774 -3.6982
C -0.8372 -1.3283 -2.7608
N -0.9861 -1.2555 -1.4651
C -1.0583 -2.5513 -1.0064
C -0.9288 -3.4218 -2.0382
N -0.7787 -2.6356 -3.1675
C -0.6365 -3.1136 -4.5095
N -1.8208 -2.8605 -5.3072
N -1.7095 -2.2394 -6.4984
N -2.8657 -2.1108 -7.0298
C -3.7963 -2.6540 -6.1687
C -5.1874 -2.7552 -6.2749
C -5.8550 -3.3563 -5.2345
C -5.1666 -3.8470 -4.1027
C -3.8003 -3.7504 -3.9805
C -3.1280 -3.1417 -5.0479
H -0.3653 0.6803 -3.1695
H -1.7837 0.0859 -4.0373
H -0.1658 -0.3985 -4.5740
H -1.1762 -2.7652 0.0436
H -0.8714 -4.4964 -2.0825
H -0.4354 -4.1841 -4.4647
H 0.1890 -2.6212 -5.0205
H -5.7078 -2.3699 -7.1412
H -6.9323 -3.4488 -5.2728
H -5.7340 -4.2977 -3.2987
H -3.2830 -4.0997 -3.0981
*
```

E_HOMO (alpha / beta) in eV: -4.10 / -4.37
Relative energy (zero: lowest compared OMol25 entry of this formula, charge and spin) in kcal/mol: 0.0
E in eV: -231139.63157
Kohn-Sham gap (alpha / beta) in eV: 6.07 / 6.33



Entry 4:
Molecular formula: C37H32AlN6O6S7
Method: DFT, wB97M-V/def2-TZVPD

```
! RIJCOSX wB97M-V def2-TZVPD def2/J DEFGRID3
* xyz 1 1
Al 0.7986 0.1569 0.5424
O 8.0749 -2.6837 2.3671
C 6.9724 -3.0081 1.6649
O 6.9636 -3.9678 0.9528
C 5.7640 -2.1269 1.8299
C 4.5296 -2.6949 1.5326
C 3.3798 -1.9377 1.6366
C 3.4577 -0.6067 2.0304
C 4.6806 -0.0279 2.3225
C 5.8324 -0.7942 2.2186
N 2.2289 0.1107 2.1115
C 1.9937 0.9110 3.0657
C 0.6597 1.5255 3.1205
C 0.1598 2.0649 4.2850
C -1.1857 2.4032 4.3308
C -1.9657 2.1807 3.2134
C -1.3728 1.6652 2.0727
N -0.0764 1.3750 2.0066
H 7.9146 -1.9349 2.9534
H 4.5021 -3.7306 1.2202
H 2.3977 -2.3676 1.4665
H 4.7476 1.0249 2.5677
H 6.7871 -0.3162 2.4052
H 2.7062 1.0901 3.8683
H 0.8026 2.1801 5.1475
H -1.6198 2.8040 5.2367
H -3.0260 2.3894 3.2165
H -1.9571 1.4811 1.1826
N -1.2483 0.8944 -2.9328
C -1.6112 2.1403 -2.4452
C -2.2563 3.2036 -3.0634
C -2.3350 4.3783 -2.3457
C -1.7706 4.4850 -1.0659
C -1.1322 3.4213 -0.4607
C -1.0706 2.2154 -1.1613
N -0.4503 0.9883 -0.8680
C -0.5282 0.2867 -1.9808
C 0.2500 -0.9262 -2.1212
C 0.2981 -1.8196 -3.1365
S 1.4848 -2.9896 -2.8022
C 1.8310 -2.2332 -1.3287
N 1.1344 -1.1557 -1.0900
H -1.3745 0.5685 -3.8761
H -2.6418 3.1234 -4.0711
H -2.8099 5.2428 -2.7897
H -1.8194 5.4336 -0.5480
H -0.6591 3.5415 0.5006
H -0.2931 -1.8501 -4.0371
H 2.6084 -2.6081 -0.6797
C -6.2631 1.6197 -0.6785
C -5.3845 0.3984 -0.7191
C -5.9395 -0.8575 -0.9755
C -5.1513 -1.9916 -1.0278
C -3.7819 -1.8690 -0.8213
C -3.2032 -0.6338 -0.5678
C -4.0113 0.4940 -0.5177
S -2.7605 -3.2981 -0.8878
O -3.2386 -4.2208 -1.8722
O -1.4066 -2.8040 -0.9690
N -3.0506 -4.0022 0.5664
C -2.5913 -3.2972 1.7629
C -1.0612 -3.2214 1.9216
C -0.7140 -1.7842 2.1883
O -1.1008 -1.1994 3.1819
O -0.0884 -1.2317 1.1840
H -7.1310 1.4539 -0.0397
H -6.6349 1.8587 -1.6764
H -5.7220 2.4877 -0.3034
H -7.0074 -0.9408 -1.1388
H -5.5797 -2.9634 -1.2370
H -2.1323 -0.5715 -0.4100
H -3.5690 1.4660 -0.3237
H -2.9063 -5.0031 0.5192
H -3.0592 -3.7579 2.6288
H -2.9961 -2.2875 1.7033
H -0.5842 -3.5444 1.0011
H -0.7139 -3.8369 2.7519
C 2.6134 3.9684 -3.1994
S 1.6416 2.4784 -3.5420
C 2.7483 1.2360 -2.9843
C 3.0576 0.9608 -1.7040
S 2.4579 1.7376 -0.2610
S 4.2413 -0.3090 -1.4852
C 4.3292 -0.8539 -3.1323
S 5.1171 -2.2039 -3.5956
S 3.4779 0.2123 -4.2026
H 1.9426 4.8112 -3.3620
H 3.4595 4.0370 -3.8782
H 2.9401 3.9578 -2.1622
*
```

E_HOMO in eV: -9.98
Relative energy (zero: lowest compared OMol25 entry of this formula, charge and spin) in kcal/mol: 0.0
E in eV: -142559.47047
Kohn-Sham gap in eV: 6.23



Entry 5:
Molecular formula: C37H32AuF10N3OSiTe
Method: DFT, wB97M-V/def2-TZVPD

```
! RIJCOSX wB97M-V def2-TZVPD def2/J DEFGRID3
* xyz 0 1
Au -0.1253 0.3934 -2.2015
C -0.1249 3.2056 -1.1948
N -0.1766 2.5069 -2.4962
C -1.4681 2.7524 -3.1807
C -2.5511 1.9624 -2.4688
N -2.1548 0.5564 -2.4722
C -3.1234 -0.3789 -2.1442
C -4.1163 -0.2383 -1.1746
F -4.2006 0.8839 -0.4468
C -5.0536 -1.2253 -0.9172
F -5.9731 -1.0325 0.0253
C -5.0250 -2.4163 -1.6162
F -5.9094 -3.3760 -1.3559
C -4.0623 -2.5941 -2.5961
F -4.0272 -3.7279 -3.2956
C -3.1575 -1.5855 -2.8570
F -2.2722 -1.7818 -3.8411
C 1.0361 2.8005 -3.2961
C 2.2036 2.0468 -2.6870
N 1.8534 0.6266 -2.6870
C 2.8875 -0.2758 -2.5014
C 2.9171 -1.4343 -3.2923
F 1.9797 -1.6049 -4.2264
C 3.8919 -2.4017 -3.1740
F 3.8572 -3.4899 -3.9425
C 4.9304 -2.2270 -2.2706
F 5.8794 -3.1506 -2.1476
C 4.9669 -1.0762 -1.5092
F 5.9585 -0.8844 -0.6430
C 3.9613 -0.1284 -1.6255
F 4.0496 0.9572 -0.8443
H -0.0961 4.2854 -1.3669
H 0.7556 2.8983 -0.6369
H -0.9933 2.9538 -0.5942
H -1.3658 2.3870 -4.2030
H -1.6859 3.8246 -3.1958
H -3.4946 2.0747 -3.0131
H -2.7213 2.3773 -1.4690
H 1.2121 3.8800 -3.3271
H 0.8564 2.4298 -4.3055
H 2.4408 2.4538 -1.6986
H 3.0928 2.2012 -3.3066
O 0.0219 -0.0941 0.4545
Si 0.0095 0.1129 2.0465
C -1.2512 1.4279 2.5129
C -1.3505 1.9595 3.8011
C -2.2815 2.9426 4.1006
C -3.1372 3.4152 3.1131
C -3.0605 2.8972 1.8293
C -2.1198 1.9158 1.5391
C -0.4698 -1.4860 2.9258
C -1.8223 -1.8272 3.0288
C -2.2231 -3.0511 3.5467
C -1.2721 -3.9639 3.9812
C 0.0758 -3.6454 3.8975
C 0.4678 -2.4202 3.3735
C 1.6712 0.6843 2.7090
C 2.5435 1.3477 1.8456
C 3.7585 1.8521 2.2881
C 4.1242 1.7024 3.6178
C 3.2753 1.0416 4.4951
C 2.0636 0.5381 4.0421
H -0.6891 1.6038 4.5836
H -2.3439 3.3421 5.1051
H -3.8644 4.1824 3.3476
H -3.7393 3.2490 1.0606
H -2.0609 1.4909 0.5440
H -2.5771 -1.1177 2.7048
H -3.2765 -3.2917 3.6154
H -1.5806 -4.9179 4.3895
H 0.8217 -4.3502 4.2434
H 1.5266 -2.1851 3.3193
H 2.2679 1.4483 0.8011
H 4.4241 2.3530 1.5960
H 5.0713 2.0923 3.9683
H 3.5608 0.9131 5.5317
H 1.4178 0.0140 4.7400
C -0.0019 -3.3196 -2.6225
Te -0.2709 -1.9146 -0.9964
C 1.6215 -2.3699 -0.1742
H 0.9855 -3.7717 -2.5736
H -0.1324 -2.8248 -3.5767
H -0.7636 -4.0894 -2.5037
H 1.4153 -2.8018 0.8031
H 2.1623 -1.4376 -0.0503
H 2.1504 -3.0745 -0.8075
*
```

E_HOMO in eV: -8.15
E in eV: -91441.98752
Kohn-Sham gap in eV: 6.78